Molecular formula: C34H29N8NaO3PS
Method: DFT, the ωB97M-V functional and the def2-TZVPD basis

Structure (XYZ):
```
77
Properties=species:S:1:pos:R:3:mulliken_charge:R:1
Na 0.364 0.945 -0.850 1.2069
O 4.441 0.924 -0.449 -0.8392
C 3.543 0.077 -0.447 -0.3841
O 2.322 0.242 -0.732 -0.8070
C 3.893 -1.360 -0.064 0.3852
C 5.238 -1.722 -0.086 -0.4632
C 5.636 -3.016 0.197 -0.5777
C 4.678 -3.969 0.520 -0.6955
C 3.341 -3.611 0.564 -0.3810
C 2.923 -2.310 0.279 0.1468
P 1.112 -1.880 0.330 1.3224
C 0.574 -3.162 1.562 0.0221
C -0.254 -4.261 1.369 -0.0473
C -0.669 -5.048 2.440 -0.7708
C -0.260 -4.756 3.729 -0.4721
C 0.577 -3.664 3.941 -0.7392
C 0.977 -2.879 2.874 -0.4074
C 0.582 -2.586 -1.290 0.8242
C 1.464 -2.606 -2.372 -0.5622
C 1.041 -3.015 -3.627 -0.7988
C -0.272 -3.414 -3.833 -0.6778
C -1.164 -3.380 -2.772 -0.9413
C -0.742 -2.958 -1.519 -0.3500
H 5.954 -0.949 -0.335 0.4674
H 6.685 -3.287 0.167 0.3737
H 4.968 -4.989 0.737 0.4279
H 2.603 -4.360 0.825 0.4245
H -0.570 -4.544 0.373 0.4888
H -1.314 -5.899 2.252 0.4200
H -0.583 -5.369 4.562 0.3703
H 0.915 -3.420 4.940 0.4046
H 1.621 -2.025 3.061 0.3798
H 2.488 -2.285 -2.237 0.2901
H 1.744 -3.011 -4.451 0.4255
H -0.601 -3.729 -4.815 0.3817
H -2.200 -3.660 -2.919 0.4060
H -1.474 -2.886 -0.724 0.5819
O -0.172 1.329 1.367 -0.3242
C -1.024 0.443 2.038 -1.1678
C -2.052 -0.202 1.122 0.8440
C -3.160 -0.860 1.647 -1.1166
C -4.120 -1.345 0.777 -0.5030
C -3.955 -1.144 -0.586 -0.9921
C -2.807 -0.502 -1.021 -0.9917
N -1.865 -0.062 -0.186 1.5367
H -0.708 2.086 1.042 0.4924
H -1.563 0.949 2.849 0.4704
H -0.406 -0.334 2.495 0.2048
H -3.269 -0.968 2.720 0.4794
H -4.998 -1.854 1.155 0.4586
H -4.697 -1.470 -1.303 0.4933
H -2.633 -0.316 -2.074 0.4643
N 2.713 3.266 -0.057 -0.0388
C 1.783 4.216 -0.077 0.3038
N 2.198 5.494 -0.140 -0.7449
C 1.216 6.382 -0.171 0.3543
N 1.572 7.700 -0.211 -0.4114
N -0.098 6.123 -0.146 -0.7152
C -0.378 4.822 -0.067 0.1773
N 0.487 3.831 -0.025 0.0754
C -1.835 4.460 -0.074 0.6867
C -2.763 5.342 -0.606 -0.7539
C -4.092 4.960 -0.650 -0.3446
C -4.445 3.720 -0.153 -0.9377
C -3.449 2.913 0.372 0.0039
N -2.168 3.268 0.418 -0.1706
H 3.678 3.514 -0.183 0.2581
H 2.504 2.277 -0.121 0.0968
H 2.517 7.896 -0.489 0.2632
H 0.853 8.340 -0.500 0.2550
H -2.425 6.292 -0.992 0.4286
H -4.835 5.614 -1.088 0.3979
H -5.465 3.363 -0.188 0.3871
H -3.693 1.930 0.757 0.3749
S -3.396 2.364 -3.470 -0.4939
C -1.852 2.096 -2.892 0.2040
N -0.780 1.884 -2.488 -0.8394
```

Total charge: -1
HOMO level in eV: -4.71
Energy relative to the best compared isomer or geometry (same formula, charge and spin) in kcal/mol: 0.0
LUMO level in eV: 2.23
Orbital gap in eV: 6.94